Entry 1:
43
Properties=species:S:1:pos:R:3:forces:R:3:nbo_charge:R:1 method="wB97M-V/def2-TZVPD" homo_lumo_gap_ev=6.97 total_charge=+1 e_homo_ev=-12.47 total_energy_ev=-85094.669
N -1.91913 3.93333 -3.53085 -0.2 0.5 -0.3 -0.3548
C -1.64886 3.48517 -2.51057 0.8 -0.9 1.4 0.5024
O -1.27416 2.83654 -1.40662 -0.8 0.0 -1.3 -0.8097
Si -1.30033 1.13932 -1.72427 0.5 -0.9 -1.8 1.8592
C 0.37003 0.53794 -2.42455 -0.8 1.0 1.2 -0.9032
C 1.43024 0.63705 -1.26258 0.6 0.2 -0.6 -0.4630
C 2.44441 -0.57561 -1.23665 -0.8 2.2 -1.5 0.6465
F 2.56417 -0.95439 -2.55661 0.3 -0.2 1.2 -0.3115
F 3.66333 -0.06427 -0.88823 -0.5 -1.0 0.5 -0.3178
C 1.91739 -1.80947 -0.40890 -0.5 -0.6 -2.1 0.5679
F 1.89841 -2.86663 -1.27857 0.4 0.7 0.9 -0.2793
F 0.57560 -1.57655 -0.17801 1.1 0.0 0.8 -0.3155
C 2.67319 -2.28592 0.87410 0.5 -2.0 0.6 0.5839
F 3.97697 -1.94239 0.98943 -1.0 0.7 -0.4 -0.2794
F 2.71498 -3.66062 0.79830 -0.5 1.1 0.1 -0.2835
C 1.99444 -2.05320 2.28330 0.3 -2.5 1.0 0.4680
F 2.71230 -2.84243 3.13718 -0.1 1.0 -0.6 -0.2861
F 0.74765 -2.55549 2.38048 0.7 1.1 -0.7 -0.2728
S 2.08802 -0.33696 3.01480 -0.1 0.2 2.3 2.3222
F 1.63302 -0.94121 4.46403 0.2 0.6 -1.1 -0.4543
F 0.50688 -0.10093 2.70918 1.3 0.5 -0.2 -0.4576
F 2.51926 0.37155 1.64938 -0.3 -0.6 0.8 -0.4414
F 3.61499 -0.53062 3.49538 -1.2 0.4 -1.1 -0.4247
F 2.14382 1.14377 3.72183 -0.5 -0.4 -0.4 -0.4876
O -2.49566 0.82963 -2.89222 0.1 -0.6 2.7 -1.2071
Si -3.76828 -0.15071 -2.37269 -1.9 -0.1 -1.0 2.2392
N -5.13526 0.77165 -1.75195 1.5 -0.7 0.2 -1.2765
O -3.30371 -1.37096 -1.30577 -0.1 1.1 -0.4 -1.0853
N -4.39990 -0.97289 -3.82598 2.1 0.8 0.6 -0.9061
C -3.46496 -1.63209 -4.29357 -1.8 -1.3 0.6 0.8432
O -2.75027 -2.47341 -4.64934 0.6 0.6 -0.5 -0.4765
H -1.51788 0.36781 -0.48558 -0.2 0.6 0.2 -0.2133
H 0.64463 1.25288 -3.22811 0.0 -0.9 0.1 0.2664
H 0.17271 -0.49246 -2.78068 0.3 0.6 0.0 0.2728
H 1.00058 0.85344 -0.26174 0.2 -0.4 -0.5 0.2071
H 2.07333 1.51519 -1.51051 -0.3 -0.7 0.3 0.2493
H -5.91995 0.14823 -1.55122 0.1 0.4 0.0 0.4017
H -4.87554 1.28717 -0.90816 -0.5 0.0 -0.3 0.3793
H -3.72192 -1.26391 -0.43836 0.2 -0.2 -0.3 0.5025
O 0.10913 3.08465 5.42661 0.2 0.0 0.0 -0.7627
H 0.34621 2.83377 6.34634 0.0 0.0 -0.1 0.5842
H 0.56840 2.51172 4.76730 0.1 -0.1 0.0 0.5910
H 0.28226 4.03646 5.25791 0.0 -0.1 0.0 0.5828


Entry 2:
26
Properties=species:S:1:pos:R:3:forces:R:3:nbo_charge:R:1 method="wB97M-V/def2-TZVPD" homo_lumo_gap_ev="6.63 / 6.57" total_charge=+1 e_homo_ev="-9.59 / -13.97" total_energy_ev=-31808.876 spin_multiplicity=3
C 0.38164 1.25246 -0.02249 0.3 -0.4 0.0 -0.1257
C 0.36627 -1.11480 -0.52312 0.3 0.3 0.1 -0.1261
C -0.96549 1.25508 -0.17558 0.3 1.9 0.5 -0.0294
C -0.97965 -1.03727 -0.66665 0.3 -2.0 -0.4 -0.0302
C 1.13189 0.04426 -0.17925 -4.1 0.1 -0.5 -0.0665
C 3.19543 1.20081 0.28606 0.4 0.1 0.0 -0.4444
C 3.16876 -1.24479 -0.14861 0.4 -0.1 0.1 -0.4443
C -3.79708 -0.29031 1.15799 0.2 0.1 -0.4 0.3495
N -1.64667 0.12761 -0.48845 -1.9 0.1 -0.2 -0.5434
N 2.44459 0.00196 -0.02110 3.7 -0.1 0.4 -0.0616
O -3.74592 1.51065 -0.86650 0.0 0.5 0.2 -0.8655
O -3.75381 -0.89381 -1.48318 0.0 -0.5 0.0 -0.8640
F -3.21310 -1.47147 1.36514 0.0 -0.4 0.0 -0.3103
F -3.17202 0.62025 1.90682 0.0 0.3 0.2 -0.3106
S -3.39475 0.16496 -0.62013 0.4 -0.1 0.4 2.2199
H 0.86969 2.17875 0.22456 -0.1 0.2 0.0 0.2412
H 0.84328 -2.06563 -0.68254 -0.1 -0.2 -0.1 0.2412
H -1.57227 2.14107 -0.07140 0.1 0.1 0.0 0.2571
H -1.59482 -1.88014 -0.94060 0.1 -0.1 0.0 0.2561
H 4.25672 0.97159 0.31002 -0.1 0.0 0.0 0.2407
H 3.03333 1.96669 -0.47370 -0.1 0.0 0.0 0.2436
H 2.91167 1.60042 1.26153 -0.1 0.0 0.0 0.2453
H 4.21693 -1.08453 0.08584 -0.1 0.1 0.0 0.2406
H 2.77897 -1.99287 0.54329 -0.1 0.0 0.0 0.2432
H 3.10378 -1.63280 -1.16687 -0.1 0.0 0.0 0.2457
H -4.86739 -0.32815 1.38893 0.1 0.1 -0.3 0.1978


Entry 3:
24
Properties=species:S:1:pos:R:3:forces:R:3:nbo_charge:R:1 method="wB97M-V/def2-TZVPD" homo_lumo_gap_ev=10.21 e_homo_ev=-9.47 total_energy_ev=-18263.756 e_above_lowest_ev=2.281
C -2.11715 0.22530 -0.79394 -0.6 0.7 3.6 0.3751
C -0.79365 -1.61152 0.02386 2.0 -0.4 0.3 0.8008
C 1.87731 -1.27815 0.33332 -0.6 0.1 -2.1 -0.4199
C 0.73292 0.40072 0.79422 -1.0 3.8 -5.0 -0.4115
C 2.01114 0.44171 -1.35600 0.7 0.7 0.0 -0.2483
C 0.45920 -0.76266 -0.22988 -0.3 -1.4 1.5 0.0124
C 2.12409 0.20015 0.16327 1.5 0.4 0.5 0.3273
C -2.84172 1.18338 1.26494 -2.8 3.7 -2.2 -0.4645
N 0.64111 -0.14499 -1.54610 1.3 1.0 0.8 -0.6397
N -2.48528 1.24885 -0.15874 -1.1 -1.4 0.6 -0.4037
O -1.97139 -1.09780 -0.28662 -1.6 1.5 -0.8 -0.5148
O -0.72701 -2.68785 0.54800 -0.1 0.1 -0.1 -0.5452
F 3.32044 0.73606 0.67657 -1.1 -0.1 -0.1 -0.3539
H 0.52634 -0.64159 -2.40881 0.0 -0.8 0.2 0.3901
H -1.95330 0.45455 -1.75587 1.0 -0.5 -3.7 0.1782
H 1.88197 -1.65069 1.32725 -0.4 -0.1 0.9 0.2317
H 2.47128 -1.91553 -0.28182 0.3 -0.6 -0.7 0.2056
H 0.13798 1.38383 0.56079 1.2 -1.7 0.6 0.2184
H 0.76251 0.15588 1.77214 -0.3 -1.0 3.1 0.2212
H 2.04188 1.55530 -1.58364 0.0 -1.4 0.1 0.2097
H 2.92852 -0.08163 -1.85175 -1.9 0.7 0.5 0.2021
H -3.95167 1.50955 1.48675 1.7 -1.0 -1.1 0.2136
H -2.39944 2.08762 1.59908 1.1 0.3 1.4 0.2208
H -2.67609 0.28953 1.70296 0.9 -2.6 1.8 0.1946


Entry 4:
20
Properties=species:S:1:pos:R:3:forces:R:3:nbo_charge:R:1 method="wB97M-V/def2-TZVPD" homo_lumo_gap_ev="6.62 / 8.17" e_homo_ev="-6.87 / -8.16" total_energy_ev=-9959.357 e_above_lowest_ev=3.768
C 3.15465 -0.58951 -0.58552 -0.1 1.4 -0.9 -0.1224
C -1.05351 1.28621 -0.25120 -1.1 -0.3 -1.1 -0.5246
C -0.12975 -0.72012 0.89931 0.9 -0.3 -2.0 -0.4553
C 1.32350 1.38865 0.39894 0.7 -1.7 -0.3 -0.3980
C -1.07588 -0.27573 -0.21339 2.3 0.9 -0.5 -0.1934
C 0.28227 1.89397 -0.16782 -2.1 0.6 -0.4 0.1484
C 1.15503 -0.09205 0.45803 1.0 1.0 1.9 0.2741
C -2.44252 -0.70055 -0.02573 -2.6 -3.3 -2.0 -0.6101
N 2.17390 -0.85228 0.19234 0.2 -1.3 0.1 -0.4188
H 4.02863 -1.19334 -0.54871 0.6 -0.4 -0.1 0.1775
H -1.52471 1.54921 -1.25719 0.1 0.0 1.6 0.2226
H -1.69655 1.49043 0.62291 0.1 1.0 -0.5 0.2265
H -0.47606 -0.37862 1.82882 -0.5 0.8 1.4 0.2110
H 0.00220 -1.80803 0.99301 -0.1 0.3 -0.3 0.2347
H 3.09667 0.26803 -1.29121 0.2 -0.6 0.3 0.1544
H 2.28184 1.85677 0.32953 0.8 0.0 0.6 0.2230
H -0.63230 -0.55890 -1.21318 -0.6 -0.3 1.0 0.2067
H -2.94136 -0.46331 0.92481 0.5 -0.1 -0.1 0.2166
H -2.50231 -1.89116 -0.25462 -0.2 2.7 0.8 0.2134
H -3.02374 -0.20967 -0.83914 -0.1 -0.5 0.6 0.2138


Entry 5:
20
Properties=species:S:1:pos:R:3:forces:R:3:nbo_charge:R:1 method="wB97M-V/def2-TZVPD" homo_lumo_gap_ev=10.00 e_homo_ev=-8.99 total_energy_ev=-9958.613 e_above_lowest_ev=4.511
C -2.46314 -0.01334 -0.42029 -3.5 2.3 1.2 -0.5886
C -1.14472 -0.09369 0.08419 3.9 1.8 1.2 -0.0041
C -0.57132 1.38673 0.23663 -1.3 -0.9 -0.4 -0.1660
C 0.77555 1.64537 0.24634 -2.0 -0.6 0.5 -0.2254
C 1.85079 0.66179 -0.24912 -2.3 -1.2 -2.7 -0.3010
C 2.38888 -0.77410 0.29011 -3.8 3.3 -3.1 -0.4022
C 1.14323 -0.67738 -0.78056 1.0 -0.3 1.3 -0.0581
N -0.32382 -1.13167 -0.59575 2.5 0.9 3.0 -0.3810
C -0.64646 -1.21136 0.94755 2.1 0.8 0.2 -0.2494
H -3.03903 -0.90317 -0.37569 -0.6 -0.8 0.5 0.2206
H -2.36857 0.19750 -1.44834 -0.2 0.7 -1.4 0.2229
H -2.99955 0.91432 0.14509 0.7 -2.5 -1.5 0.1959
H -1.61741 2.15249 0.19073 4.0 -1.7 0.7 0.2230
H 0.99478 2.64987 0.57016 0.7 0.3 -0.4 0.2149
H 2.28424 1.14793 -1.21444 0.1 -0.9 2.2 0.2361
H 2.16535 -0.86457 1.31635 0.1 -0.6 0.8 0.2213
H 3.31203 -0.97489 -0.16807 1.1 -0.7 0.0 0.2264
H 1.37544 -0.98223 -1.80925 0.4 0.3 0.6 0.2109
H -1.33585 -1.96628 1.22329 -0.7 -0.7 -0.1 0.1999
H 0.21956 -1.16331 1.81107 -2.2 0.4 -2.7 0.2037


Entry 6:
22
Properties=species:S:1:pos:R:3:forces:R:3:nbo_charge:R:1 method="wB97M-V/def2-TZVPD" homo_lumo_gap_ev="6.83 / 6.84" total_charge=+1 e_homo_ev="-11.13 / -11.14" total_energy_ev=-13491.697 e_above_lowest_ev=4.675
C -2.71963 -0.21423 -0.14794 -1.8 1.3 -0.5 -0.1298
C -2.23717 0.41125 1.00476 1.4 -1.3 -1.3 -0.2243
C -1.89712 -1.12955 -0.79995 -3.3 1.1 -0.7 -0.2243
C -0.94498 0.15228 1.39170 1.0 -1.4 0.1 0.0562
C -0.62760 -1.31401 -0.39084 2.2 -2.7 -3.4 0.0397
C 2.40415 -1.06438 -0.96650 -0.9 1.5 -0.8 -0.1979
C 0.73496 2.92248 -0.73378 -1.5 0.4 0.4 0.3016
C 1.16193 -1.01622 1.14150 0.2 0.5 2.1 -0.0401
N -0.09824 -0.75728 0.69839 -2.6 1.9 0.0 -0.2649
N 2.18429 -1.23122 0.30532 1.4 0.0 1.0 -0.3847
O 0.71307 1.71593 -0.79120 0.5 0.5 0.0 -0.5557
H -3.74418 0.18409 -0.58292 2.2 -1.4 0.9 0.2573
H -2.82863 1.09426 1.52597 -0.7 1.0 0.9 0.2502
H -2.39566 -1.58898 -1.67452 1.2 0.0 0.4 0.2606
H -0.51287 0.51294 2.31571 0.0 0.2 -0.2 0.2297
H -0.00962 -1.97088 -1.18580 -0.9 1.5 2.7 0.2552
H 1.64297 -0.48536 -1.56245 1.0 -1.1 0.6 0.2270
H 3.45164 -1.03585 -1.21931 -0.1 -0.5 -0.4 0.2215
H -0.27903 3.48220 -0.73426 1.4 -0.4 -0.1 0.1204
H 1.65885 3.54760 -0.60435 -0.4 -0.6 -0.2 0.1386
H 1.32858 -0.64746 2.17952 0.4 -0.9 -1.1 0.2212
H 3.01427 -1.56762 0.83094 -0.7 0.4 -0.4 0.4425


Entry 7:
23
Properties=species:S:1:pos:R:3:forces:R:3:nbo_charge:R:1 method="wB97M-V/def2-TZVPD" homo_lumo_gap_ev="7.59 / 7.59" total_charge=+1 e_homo_ev="-12.78 / -12.78" total_energy_ev=-15537.625 e_above_lowest_ev=6.126
C -2.89318 -0.55753 0.28777 -1.5 -1.2 1.4 0.1069
N -1.88772 0.15540 0.02073 0.5 -1.7 -1.7 -0.2823
C -1.55653 1.15091 0.86700 2.8 4.0 2.1 -0.0709
C -0.32329 1.74042 0.98771 0.0 -1.0 -0.7 -0.1276
C 0.99393 1.44102 0.27660 -2.6 -3.2 1.4 -0.1913
C 1.65951 0.28630 0.12977 3.6 3.2 -1.3 -0.0807
C 2.94005 0.31084 -0.74297 -0.5 -2.8 -0.4 -0.6251
C 1.32368 -1.01689 0.48731 -5.7 0.4 -2.3 0.6874
O 1.55717 -1.85669 1.24661 1.3 -1.7 1.8 -0.4669
N 0.07320 -1.30775 -0.47250 -0.1 2.3 -0.5 -0.2021
O -0.58903 -2.37302 0.01583 -0.6 -1.6 1.2 -0.5566
C -1.01653 -0.33307 -1.06808 3.4 -0.5 1.0 -0.0757
H -3.17311 -1.28563 -0.42314 -0.4 -0.8 -0.5 0.2238
H -3.42452 -0.50860 1.26554 0.4 0.4 -1.0 0.2383
H -2.42528 1.54785 1.40033 0.6 -0.1 0.1 0.2444
H -0.17333 2.59707 1.64529 -0.7 -0.2 0.0 0.2556
H 1.36163 2.18420 -0.30679 1.2 2.7 -1.1 0.2287
H 3.88701 -0.07787 -0.33640 -0.6 0.2 0.6 0.2556
H 3.13013 1.23426 -1.16272 0.3 2.2 -0.6 0.2281
H 2.78065 -0.36272 -1.63124 -0.1 0.4 0.8 0.2339
H -0.14157 -2.52824 0.89179 -0.5 -0.4 -0.6 0.4868
H -0.48945 0.45695 -1.62269 -0.4 -0.1 0.6 0.2521
H -1.61342 -0.89723 -1.75572 -0.2 -0.5 -0.1 0.2376


Entry 8:
22
Properties=species:S:1:pos:R:3:forces:R:3:nbo_charge:R:1 method="wB97M-V/def2-TZVPD" homo_lumo_gap_ev=8.97 total_charge=+1 e_homo_ev=-13.20 total_energy_ev=-22281.404 e_above_lowest_ev=0.368
C -1.77351 1.62559 1.10599 2.0 -1.1 -1.3 -0.2401
C -2.89688 1.40382 1.78064 -1.4 1.4 0.7 -0.3608
C -1.32761 0.37596 0.43776 -2.4 1.4 1.9 -0.1988
C -2.12312 -0.69116 0.75501 -1.3 0.6 -0.1 -0.2902
C 2.18680 -0.28507 0.14552 5.4 2.3 -1.8 -0.2711
C 2.14982 -0.25447 -1.44481 -0.2 -0.3 0.4 -0.2376
C -0.00040 -1.28592 -0.90013 2.9 -0.5 1.2 -0.2974
C -0.12706 -0.17431 0.10030 4.2 1.9 -0.1 0.4155
N 1.03869 0.40787 0.52758 -3.7 -1.5 -0.1 -0.5105
N 0.84872 -0.70919 -1.94511 0.0 -0.4 0.3 -0.5603
S -3.46272 -0.24821 1.71805 0.5 0.2 -0.1 0.5583
H -1.21840 2.57162 1.05660 -0.5 -0.4 0.0 0.2466
H -3.43460 2.27484 2.25914 0.3 -1.6 -0.3 0.2811
H 2.42377 -1.29926 0.56077 -0.8 1.1 -0.1 0.2445
H 3.15071 0.45054 0.36100 -2.4 -2.2 -0.1 0.2504
H 2.36432 0.75682 -1.81272 -0.3 -0.1 0.3 0.2102
H 2.92869 -0.85066 -1.87673 0.5 -0.7 0.1 0.2236
H 0.62000 -2.11955 -0.47582 -0.8 0.5 -0.2 0.2328
H -0.93680 -1.69825 -1.17624 -0.6 0.0 -0.9 0.2434
H 1.00712 1.36135 0.88995 0.2 -0.6 0.1 0.4362
H 0.39459 0.02797 -2.42710 -0.6 0.6 -0.5 0.3749
H -1.81215 -1.64034 0.36034 -1.1 -0.6 0.6 0.2492